No. 1
{
  "formula": "C19H24CrN5SSi",
  "method": "wB97M-V/def2-TZVPD",
  "charge": 1,
  "spin_multiplicity": 5,
  "gap_ha": [0.28734, 0.30774],
  "symbols": ["C", "C", "H", "C", "H", "C", "H", "H", "C", "Cr", "N", "H", "H", "C", "H", "C", "H", "H", "H", "H", "H", "H", "C", "H", "C", "S", "N", "N", "N", "H", "H", "C", "C", "H", "H", "H", "C", "N", "H", "H", "C", "C", "C", "Si", "H", "C", "C", "C", "C", "H", "H"],
  "coordinates": [[5.550, -1.295, -0.420], [-0.728, -1.271, 2.087], [-4.968, -1.892, 0.805], [5.078, -0.917, 2.024], [-1.512, -1.315, 1.344], [-2.647, -0.584, -1.008], [-1.364, 2.027, -0.776], [-4.016, -2.376, -3.312], [-5.332, -1.028, 0.244], [0.488, -0.085, -0.319], [4.667, -1.146, 0.728], [-6.406, -1.159, 0.095], [5.280, -2.188, -0.978], [3.980, -0.847, 2.785], [2.172, -1.186, 4.522], [3.324, -1.211, 0.666], [2.677, 4.220, -2.401], [6.568, -1.385, -0.052], [2.790, 0.656, -1.866], [-5.634, -2.624, -2.650], [-2.020, -1.446, 3.775], [6.116, -0.821, 2.286], [1.540, -1.109, 2.455], [5.467, -0.427, -1.071], [0.061, -1.282, 4.319], [2.499, -1.504, -0.790], [2.873, -1.041, 1.953], [0.521, -1.129, 1.592], [2.881, 1.662, -1.834], [-0.099, -1.332, 5.387], [-4.496, 0.747, -3.268], [-4.590, -2.439, -2.387], [1.763, 3.777, -2.029], [3.611, 2.046, -2.409], [-5.186, -0.137, 0.857], [0.627, 5.575, -2.110], [0.623, 4.520, -1.866], [0.633, 1.814, -1.245], [3.902, -0.672, 3.839], [-4.226, -3.301, -1.825], [-0.490, 2.567, -1.108], [-1.455, -0.414, -0.797], [-1.000, -1.344, 3.436], [-4.432, -0.869, -1.390], [-1.460, 4.451, -1.271], [1.348, -1.180, 3.829], [1.743, 2.411, -1.711], [-5.069, 0.602, -2.350], [-0.538, 3.905, -1.396], [-4.999, 1.518, -1.761], [-6.116, 0.461, -2.626]]
}



No. 2
{
  "formula": "C5H10NO2",
  "method": "wB97M-V/def2-TZVPD",
  "charge": -1,
  "spin_multiplicity": 1,
  "gap_ha": 0.24567,
  "smiles": "CCCC(=O)NC[O-]",
  "symbols": ["H", "C", "H", "C", "N", "C", "H", "H", "H", "H", "H", "C", "H", "H", "H", "O", "C", "O"],
  "coordinates": [[-1.398, 3.175, -0.298], [-0.947, 1.135, -1.005], [-1.420, 1.237, -1.986], [0.619, -0.390, 0.269], [0.147, -1.618, 0.488], [-0.553, 2.498, -0.433], [0.232, -0.521, -1.901], [-0.029, 2.325, 0.506], [0.598, -1.785, 2.537], [1.134, 0.890, -1.409], [-1.676, 0.607, -0.388], [0.331, 0.219, -1.103], [0.196, 2.938, -1.094], [-0.447, -3.106, 1.843], [-0.055, -2.065, -0.396], [1.563, -3.310, 1.513], [0.535, -2.561, 1.740], [1.170, 0.330, 1.117]]
}



No. 3
{
  "formula": "C45H48N4O2Tb",
  "method": "wB97M-V/def2-TZVPD",
  "charge": 1,
  "spin_multiplicity": 7,
  "gap_ha": [0.22657, 0.22751],
  "symbols": ["C", "H", "H", "H", "H", "H", "C", "H", "C", "H", "C", "C", "H", "C", "C", "C", "O", "H", "H", "H", "C", "C", "H", "H", "H", "C", "H", "H", "C", "C", "H", "H", "C", "C", "C", "N", "H", "C", "C", "H", "H", "C", "H", "C", "C", "H", "O", "H", "H", "C", "H", "H", "C", "H", "N", "H", "C", "H", "H", "C", "H", "N", "C", "C", "C", "C", "C", "H", "H", "Tb", "H", "H", "C", "H", "N", "C", "H", "H", "H", "C", "H", "H", "C", "C", "C", "C", "C", "H", "C", "H", "C", "C", "H", "H", "C", "C", "C", "H", "H", "C"],
  "coordinates": [[-2.432, -0.243, 2.477], [-0.364, 1.330, 6.047], [3.963, 0.552, -1.751], [-0.662, -3.401, 3.759], [0.153, -4.487, -5.547], [2.388, 1.487, 0.947], [1.107, -0.769, 5.311], [-3.272, -0.111, 4.426], [-3.546, -7.139, -5.984], [0.741, 1.522, 0.275], [0.943, 3.034, -2.670], [0.154, 2.724, 3.036], [1.423, -3.446, 2.223], [3.214, 6.498, 0.111], [-0.937, -0.289, -3.746], [-1.884, -1.735, 4.274], [1.776, -0.798, 1.183], [-3.004, -1.441, -1.385], [-0.992, -4.339, -0.331], [-2.760, 3.946, -2.078], [-0.356, 2.574, 4.320], [0.542, -3.142, -2.257], [1.351, 5.413, -1.538], [-2.277, 1.917, -3.365], [-1.269, 4.506, 4.298], [-0.678, -4.988, -5.073], [5.895, 1.792, -1.512], [0.192, -4.723, 2.186], [3.129, 2.523, -1.508], [-0.864, -4.854, -3.694], [-1.924, -4.322, 1.189], [-0.814, 3.921, 5.907], [3.208, 5.150, -0.521], [-0.034, 1.415, 5.023], [-1.107, -2.483, 3.403], [-1.414, -0.478, -2.369], [5.124, 4.628, 0.251], [-1.553, -5.741, -5.828], [-2.263, 3.049, -0.194], [-0.593, -1.257, -4.121], [-2.296, -2.350, -2.745], [0.689, 0.385, 4.455], [-1.419, -5.828, -6.896], [4.278, 2.993, -0.822], [-1.933, -5.523, -3.083], [-1.713, 1.933, 1.524], [1.959, 0.458, -1.826], [-3.639, -6.781, -3.358], [0.006, 3.656, 2.509], [0.845, 1.705, 2.409], [-3.065, 0.539, 2.092], [-0.103, 0.416, -3.768], [-2.631, -6.384, -5.213], [2.238, 6.968, 0.035], [-1.252, -0.507, 0.322], [-2.213, 3.247, 5.093], [-0.919, -2.082, 2.091], [-1.726, 0.072, -4.421], [-2.080, -5.433, -2.016], [-1.206, 3.630, 4.936], [0.778, -0.612, 6.335], [-4.291, -7.749, -6.606], [-1.400, -3.698, 0.453], [1.052, 0.480, 3.084], [-1.878, 1.896, 0.460], [-2.808, -6.278, -3.832], [1.402, 1.942, 1.043], [1.488, 3.012, 0.865], [-1.993, -2.040, 5.302], [0.566, -1.294, -0.798], [-2.431, 3.950, 0.378], [1.165, -4.390, 0.742], [-2.586, -0.645, 3.786], [3.946, 7.138, -0.381], [-0.302, -2.946, 1.096], [2.088, 3.434, -1.808], [0.265, 3.869, -2.816], [0.385, 2.219, -2.212], [5.198, 1.245, 0.022], [-2.433, 3.054, -1.567], [2.193, -0.857, 5.308], [0.684, -1.708, 4.967], [5.465, 2.120, -0.568], [-1.746, 0.743, -1.658], [0.669, -3.927, 1.602], [1.577, -0.670, 2.407], [2.153, 4.725, -1.316], [1.829, -1.517, 3.060], [-1.525, -0.878, 1.611], [-2.115, -2.999, 0.017], [4.279, 4.281, -0.324], [-1.651, 0.696, -0.235], [-3.368, -0.963, -3.054], [3.499, 6.420, 1.159], [-2.163, 1.900, -2.291], [3.009, 1.107, -1.739], [-0.062, -3.967, -2.923], [6.231, 2.666, -0.024], [1.298, 2.698, -3.644], [-2.591, -1.362, -2.391]]
}



No. 4
{
  "formula": "C15H23N3O2",
  "method": "wB97M-V/def2-TZVPD",
  "charge": 0,
  "spin_multiplicity": 1,
  "gap_ha": 0.32810,
  "smiles": "COc1ccccc1NC(=O)NCCN1CCCCC1",
  "symbols": ["H", "C", "H", "H", "H", "H", "H", "H", "C", "N", "N", "H", "C", "H", "C", "H", "H", "H", "H", "H", "C", "C", "H", "H", "C", "H", "H", "H", "H", "C", "C", "H", "C", "H", "H", "C", "O", "C", "C", "C", "O", "C", "N"],
  "coordinates": [[-3.257, -3.624, 0.314], [4.647, -0.462, -0.807], [-0.260, 0.695, -0.265], [0.849, 3.412, -0.086], [1.798, 1.849, 1.721], [1.428, -0.697, -0.253], [3.741, -1.577, 1.530], [3.281, -1.994, -1.457], [2.202, 1.925, 0.707], [-2.438, 1.561, 0.548], [-0.180, 1.659, 0.014], [-5.764, -0.391, -1.968], [-2.611, 0.181, 0.495], [-6.490, -0.325, -0.336], [3.632, 0.679, -0.833], [-3.293, 2.100, 0.533], [2.952, 2.721, 0.703], [4.652, -2.606, -0.526], [-0.827, -0.340, 1.546], [5.213, -0.472, -1.740], [-3.802, -0.315, -0.078], [-5.899, 0.226, -1.074], [4.148, 1.635, -0.943], [1.366, 2.204, -1.283], [3.929, -1.792, -0.600], [5.342, -0.293, 0.018], [2.969, 0.543, -1.708], [1.558, -0.444, 1.509], [-4.921, -2.075, -0.577], [-1.924, -2.082, 0.966], [-1.302, 2.330, 0.380], [-6.423, 1.141, -1.346], [-4.020, -1.681, -0.133], [2.515, -2.632, 0.807], [-1.200, -2.764, 1.385], [-1.701, -0.716, 1.037], [-4.665, 0.641, -0.542], [1.060, 2.351, -0.242], [-3.075, -2.562, 0.375], [2.132, -0.522, 0.583], [-1.347, 3.532, 0.545], [3.087, -1.713, 0.668], [2.896, 0.694, 0.414]]
}



No. 5
{
  "formula": "C27H59FO11SSi2",
  "method": "wB97M-V/def2-TZVPD",
  "charge": 0,
  "spin_multiplicity": 1,
  "gap_ha": 0.35524,
  "symbols": ["H", "H", "H", "C", "C", "Si", "C", "H", "H", "H", "C", "O", "H", "H", "H", "H", "C", "H", "H", "C", "H", "H", "H", "H", "C", "F", "C", "C", "O", "H", "H", "C", "H", "H", "H", "H", "H", "H", "H", "H", "O", "H", "H", "C", "H", "O", "C", "H", "O", "C", "H", "H", "C", "C", "O", "C", "H", "H", "C", "H", "C", "H", "C", "C", "C", "C", "H", "H", "S", "O", "H", "O", "H", "C", "H", "H", "H", "O", "H", "C", "H", "H", "H", "H", "C", "H", "H", "H", "H", "H", "H", "H", "O", "Si", "C", "H", "H", "C", "H", "H", "O"],
  "coordinates": [[2.172, 5.099, 7.706], [-1.864, 1.937, 2.030], [0.390, -0.972, -3.976], [1.044, -3.172, 2.080], [1.194, -3.453, 0.610], [-5.597, -0.929, -3.972], [-3.904, -6.689, -2.752], [5.518, -0.971, 0.541], [3.798, 2.975, 7.620], [-3.757, -4.675, -2.024], [1.151, 4.695, 2.890], [0.212, -7.835, -4.429], [3.655, 2.938, 5.854], [1.530, -6.252, -2.142], [3.123, 4.435, 3.701], [-1.840, 1.300, 5.167], [1.765, -7.100, -2.789], [2.335, -6.740, -3.641], [-3.044, 0.989, -5.208], [5.533, -0.048, -0.041], [-2.236, 0.272, 1.517], [-3.648, -7.304, -4.781], [1.960, -2.735, 2.466], [-5.402, -5.336, -2.022], [1.114, 7.074, -1.150], [-1.629, -2.919, -2.304], [-2.164, 0.944, 2.369], [-0.427, -8.290, -2.182], [-3.481, -7.733, -2.319], [3.169, 1.525, 6.812], [1.463, 6.675, 2.107], [1.022, 6.194, 2.981], [1.337, 10.532, -0.831], [1.268, 6.289, -0.414], [-0.197, -0.561, -2.356], [0.139, 9.650, -1.801], [0.101, 6.999, -1.542], [-0.208, -5.059, 0.377], [-3.061, -0.418, -2.115], [0.252, -4.245, -1.132], [-1.255, 2.986, -4.219], [2.520, 3.053, 2.768], [-1.346, 0.453, -5.023], [4.411, 0.860, 0.403], [-0.165, 0.729, 5.213], [1.633, 8.538, 0.652], [1.630, 4.653, 6.871], [2.301, 1.059, 0.625], [-4.093, -1.642, -4.097], [-4.004, -6.433, -4.238], [1.854, 9.580, -2.238], [-5.730, 0.026, -5.092], [0.017, -4.095, -0.082], [-0.053, -1.355, -3.073], [0.183, 3.965, 2.890], [1.333, 8.420, -0.512], [0.647, -2.045, -2.625], [-0.029, 6.465, 3.038], [1.154, 9.626, -1.403], [-5.040, -6.232, -4.514], [3.011, 0.315, 0.273], [3.069, 4.520, 1.936], [-4.352, -5.571, -1.839], [-1.142, 0.417, 3.350], [-2.285, 0.643, -4.527], [-1.333, -2.078, -3.371], [1.533, 6.554, 3.875], [5.414, -0.304, -1.094], [-2.015, 2.034, -3.506], [0.832, 2.417, 6.982], [-1.313, -8.718, -2.636], [2.207, -3.174, 0.006], [-0.729, -7.477, -1.520], [3.194, 2.611, 6.788], [0.838, -4.101, 2.614], [-1.263, -2.654, -4.284], [-3.396, -5.569, -4.509], [4.622, 1.966, 0.840], [2.794, 0.074, -0.769], [0.489, -7.759, -3.257], [-5.662, -0.223, -2.681], [0.083, -9.054, -1.592], [-1.210, 1.555, -2.536], [1.808, 6.929, -1.977], [-0.913, 1.221, 4.598], [-0.558, 2.221, 4.347], [-3.140, 1.019, 2.850], [2.901, -0.595, 0.865], [2.032, 5.059, 5.940], [2.386, -7.797, -2.225], [0.578, 4.910, 6.947], [-6.630, -1.969, -4.067], [-3.264, 2.416, -2.972], [-2.779, -0.872, -3.493], [1.786, 3.149, 6.892], [-0.855, -3.447, -0.004], [-4.229, -5.876, -0.804], [2.554, 4.137, 2.818], [6.485, 0.454, 0.102], [0.230, -2.467, 2.239], [-0.532, -0.613, 3.151]]
}



No. 6
{
  "formula": "C28H65Li3N6O9",
  "method": "wB97M-V/def2-TZVPD",
  "charge": 0,
  "spin_multiplicity": 1,
  "gap_ha": 0.25322,
  "symbols": ["H", "H", "H", "H", "H", "O", "H", "H", "H", "O", "H", "H", "C", "H", "H", "H", "H", "H", "O", "C", "H", "H", "C", "O", "H", "C", "N", "O", "C", "O", "C", "O", "C", "H", "H", "H", "H", "H", "H", "H", "H", "Li", "H", "C", "C", "C", "Li", "H", "H", "C", "H", "H", "C", "H", "H", "H", "N", "C", "C", "H", "H", "C", "H", "H", "H", "C", "H", "C", "H", "H", "C", "N", "H", "H", "H", "C", "H", "C", "H", "O", "H", "N", "H", "H", "H", "H", "C", "C", "H", "H", "C", "C", "H", "C", "H", "H", "H", "H", "H", "C", "O", "H", "H", "H", "C", "H", "C", "N", "Li", "N", "H"],
  "coordinates": [[33.118, -8.895, 1.984], [32.846, -4.695, -5.005], [31.963, -4.497, 3.037], [29.149, -7.300, -1.810], [32.577, -3.627, -2.861], [34.514, -5.033, -4.122], [30.062, -6.429, 6.443], [32.100, -2.643, -4.164], [31.426, -6.256, 4.424], [36.212, -2.978, -1.191], [26.517, -7.414, -6.493], [32.687, -5.896, -1.862], [28.431, -4.391, 6.887], [27.285, -3.970, -5.472], [33.682, -2.372, -3.346], [28.177, -3.339, 7.019], [35.311, -2.855, -5.624], [25.081, -6.991, -4.602], [36.866, -4.756, -0.052], [27.903, -4.332, -6.294], [31.346, -3.451, 1.941], [30.445, -6.840, -2.780], [33.228, -6.024, -0.925], [30.162, -5.535, -5.014], [27.884, -6.290, -8.211], [28.685, -6.297, -7.472], [32.756, -10.352, -1.561], [35.235, -6.347, 2.461], [30.934, -4.018, 6.315], [28.741, -2.649, 4.603], [36.768, -3.515, -0.245], [30.558, -10.378, -1.850], [27.105, -7.148, -3.652], [32.358, -11.039, 0.487], [27.308, -4.494, -2.946], [32.615, -10.070, 2.795], [31.730, -4.533, 5.778], [36.688, -2.172, 1.512], [25.811, -5.428, -4.364], [28.783, -2.706, 1.717], [28.047, -5.428, -1.728], [35.529, -6.254, 0.588], [32.543, -8.027, -0.367], [29.720, -4.312, 3.142], [29.752, -5.832, 3.015], [29.632, -6.054, 5.513], [34.068, -7.032, -3.219], [27.962, -2.613, 4.043], [34.535, -4.108, -6.609], [31.541, -10.483, -1.187], [31.079, -2.998, 5.956], [37.044, -4.931, 3.274], [30.383, -6.543, 4.289], [31.474, -2.966, 3.577], [31.061, -4.004, 7.397], [28.844, -7.373, -7.399], [35.580, -7.374, 4.352], [33.320, -4.640, -0.219], [28.036, -5.853, -6.213], [33.477, -10.431, -0.858], [34.918, -8.072, 4.046], [26.029, -6.456, -4.656], [33.725, -2.532, -6.257], [37.871, -1.588, 0.417], [27.748, -4.130, 2.158], [33.685, -4.092, -4.657], [29.092, -4.380, 1.134], [29.536, -4.510, 5.736], [27.469, -4.862, 6.680], [32.876, -9.791, -2.393], [34.359, -3.328, -5.867], [29.121, -3.946, 4.428], [27.487, -3.899, -7.204], [32.328, -4.213, -0.071], [28.689, -4.705, 7.898], [29.432, -7.236, -2.861], [25.847, -5.823, -6.618], [28.759, -3.766, 1.971], [31.347, -6.833, 0.020], [32.978, -9.188, 2.884], [30.629, -11.161, 0.468], [36.679, -5.589, 3.948], [32.858, -6.840, 0.943], [30.727, -6.029, -5.613], [27.211, -8.220, -3.813], [36.817, -5.438, 4.937], [31.135, -3.794, 2.954], [28.221, -5.052, -2.736], [29.024, -4.351, -2.965], [28.760, -6.257, 2.866], [32.984, -3.114, -3.732], [37.437, -2.513, 0.797], [33.931, -3.923, -0.768], [28.442, -6.340, -3.632], [30.251, -6.122, 2.090], [33.627, -4.823, 0.810], [29.522, -5.830, -7.992], [35.493, -7.044, 5.302], [28.614, -6.427, 5.398], [32.423, -6.992, -0.044], [34.520, -6.438, -1.218], [38.213, -3.079, 1.312], [26.511, -7.074, -2.741], [30.377, -7.631, 4.221], [35.756, -6.378, 3.526], [28.896, -3.884, -6.323], [26.566, -6.417, -6.054], [28.941, -6.215, -5.033], [35.441, -4.668, -2.135], [31.477, -10.796, 0.058], [29.478, -8.200, -3.368]]
}



Number 1: largest force on an atom 0.52 eV/A. Number 2: largest force on an atom 1.05 eV/A. Number 3: largest force on an atom 0.96 eV/A. Number 4: largest force on an atom 0.63 eV/A. Number 5: largest force on an atom 1.90 eV/A. Number 6: largest force on an atom 6.18 eV/A.